Arrangement one

DFT (the ωB97M-V functional and the def2-TZVPD basis) results for a cluster of 2 separate species, C4H9O2 in total.

Cartesian coordinates (Å):
C -1.90 -2.02 -1.38
C -2.80 -0.96 -2.04
H -1.39 -1.61 -0.51
H -2.49 -2.91 -1.22
H -1.05 -2.31 -2.01
H -2.21 -0.23 -2.58
H -3.41 -0.40 -1.37
H -3.33 -1.50 -2.82
C 1.62 0.14 -0.14
C 1.23 0.97 1.14
O 1.02 2.19 0.98
O 1.28 0.29 2.18
H 2.60 0.42 -0.54
H 1.08 0.19 -1.09
H 1.55 -0.90 0.19

Its spin multiplicity is 1. The value obtained for the HOMO-LUMO gap is 7.323 eV. Its total charge is -1. The value obtained for the HOMO energy is -3.75 eV. As for the LUMO energy: 3.571 eV.

---

Arrangement two

DFT (the ωB97M-V functional and the def2-TZVPD basis) results for the ion C4H9O2 with charge -1.

Cartesian coordinates (Å):
C -0.41 0.62 -1.09
C -0.65 0.55 0.47
C 0.76 0.85 1.03
O 1.05 0.49 2.48
C -0.03 -0.87 -1.62
O -0.96 -1.78 -1.35
H 0.28 1.46 -1.28
H -1.25 0.95 -1.75
H -1.40 1.20 0.90
H -0.98 -0.52 0.69
H 1.59 0.38 0.36
H 0.91 1.91 0.78
H 0.78 -0.38 2.40
H 1.05 -0.83 -1.12
H 0.17 -0.70 -2.78

Its spin multiplicity is 1. The structure (SMILES) is [O-]CCCCO. The value obtained for the HOMO-LUMO gap is 6.490 eV. Its total charge is -1. The value obtained for the HOMO energy is -2.62 eV. As for the LUMO energy: 3.870 eV.

---

Arrangement three

DFT (the ωB97M-V functional and the def2-TZVPD basis) results for a cluster of 2 separate species, C4H9O2 in total.

Cartesian coordinates (Å):
C 2.13 0.79 1.02
C 2.04 1.67 -0.24
O 1.05 2.46 -0.26
O 2.82 1.41 -1.18
H 2.98 0.11 1.01
H 1.29 0.08 0.93
H 1.80 1.26 1.95
C -1.50 -0.81 -1.07
C -2.09 -1.18 0.28
H -0.73 -0.06 -0.89
H -1.15 -1.67 -1.65
H -2.12 -0.37 -1.87
H -1.36 -0.88 1.02
H -2.96 -0.58 0.54
H -2.21 -2.25 0.41

Its spin multiplicity is 1. The value obtained for the HOMO-LUMO gap is 7.575 eV. Its total charge is -1. The value obtained for the HOMO energy is -3.77 eV. As for the LUMO energy: 3.802 eV.

---

The most stable arrangement is arrangement one, and the next structure is 7.5 kJ/mol less stable.

---

Arrangement one

DFT (the ωB97M-V functional and the def2-TZVPD basis) results for a cluster of 2 separate species, C4H6F2N2 in total.

Cartesian coordinates (Å):
F -1.67 -1.42 -2.17
F 0.29 -2.41 -1.99
C -0.35 -1.29 -2.42
H -0.18 -1.16 -3.51
H 0.06 -0.40 -1.91
N 1.46 1.36 1.05
C 1.25 0.10 1.41
C 0.22 1.94 1.01
C -0.76 1.03 1.35
N -0.08 -0.14 1.59
H 2.01 -0.67 1.54
H 0.09 2.99 0.75
H -1.84 1.10 1.43
H -0.50 -1.03 1.87

Its spin multiplicity is 1. The structure (SMILES) is c1c[nH]cn1.FCF. The value obtained for the HOMO-LUMO gap is 9.767 eV. Its total charge is 0. The value obtained for the HOMO energy is -8.96 eV. As for the LUMO energy: 0.808 eV.

---

Arrangement two

DFT (the ωB97M-V functional and the def2-TZVPD basis) results for an isolated molecule of C4H6F2N2.

Cartesian coordinates (Å):
C -2.11 -0.86 0.27
C -0.66 -1.32 0.10
C -1.08 1.14 0.22
C 1.07 0.44 -0.57
N -2.26 0.40 0.43
N 0.05 0.23 0.36
F -0.38 -1.74 -1.10
F -1.08 1.65 -1.05
H -3.06 -1.47 0.23
H -0.25 -2.04 0.86
H -0.81 2.03 0.77
H 0.61 0.48 -1.52
H 1.66 1.43 -0.26
H 1.91 -0.30 -0.54

Its spin multiplicity is 1. The structure (SMILES) is CN1[C@H](F)C=N[C@@H]1F. The value obtained for the HOMO-LUMO gap is 9.944 eV. Its total charge is 0. The value obtained for the HOMO energy is -9.43 eV. As for the LUMO energy: 0.510 eV.

---

Arrangement three

DFT (the ωB97M-V functional and the def2-TZVPD basis) results for an isolated molecule of C4H6F2N2.

Cartesian coordinates (Å):
C 1.54 0.06 0.05
C 2.86 0.37 -0.09
C -0.71 0.59 -0.08
C -2.35 -1.12 -0.05
N 0.59 1.00 -0.10
N -1.04 -0.60 -0.11
F 3.72 -0.64 0.00
F -1.65 1.74 0.06
H 1.25 -0.89 -0.01
H 3.32 1.32 0.16
H 0.72 2.04 0.13
H -2.62 -1.96 -0.80
H -2.41 -1.59 1.01
H -3.21 -0.33 -0.16

Its spin multiplicity is 1. The structure (SMILES) is C/N=C(\F)N/C=C/F. The value obtained for the HOMO-LUMO gap is 9.255 eV. Its total charge is 0. The value obtained for the HOMO energy is -8.44 eV. As for the LUMO energy: 0.812 eV.

---

The most stable arrangement is arrangement one, and the next structure is 177.5 kJ/mol less stable.

---

Arrangement one

DFT (the ωB97M-V functional and the def2-TZVPD basis) results for a cluster of 2 separate species, CH3BrClN in total.

Cartesian coordinates (Å):
C -0.35 0.00 0.55
N -0.07 0.99 -0.25
Cl 0.57 -0.30 1.91
Br 0.44 -2.43 -1.31
H -0.69 -0.97 0.16
H 0.81 1.44 -0.04
H -0.70 1.27 -1.02

Its spin multiplicity is 1. The value obtained for the HOMO-LUMO gap is 6.246 eV. Its total charge is 0. The value obtained for the HOMO energy is -8.07 eV. As for the LUMO energy: -1.825 eV.

---

Arrangement two

DFT (the ωB97M-V functional and the def2-TZVPD basis) results for a cluster of 2 separate species, CH3BrClN in total.

Cartesian coordinates (Å):
C -0.33 -1.26 -0.78
N 0.21 -0.10 -0.86
Cl 0.00 -2.44 0.34
Br -3.28 0.12 0.09
H -0.92 -1.64 -1.60
H 0.80 0.21 -0.06
H -3.21 -1.15 0.68

Its spin multiplicity is 1. The structure (SMILES) is [H]/N=C\Cl.Br. The value obtained for the HOMO-LUMO gap is 11.227 eV. Its total charge is 0. The value obtained for the HOMO energy is -10.54 eV. As for the LUMO energy: 0.691 eV.

---

The most stable arrangement is arrangement two, and the next structure is 99.3 kJ/mol less stable.

---

Arrangement one

DFT (the ωB97M-V functional and the def2-TZVPD basis) results for a structure of composition C2H4BrClO2S.

Cartesian coordinates (Å):
C -0.83 -0.99 -1.42
C -0.21 -0.05 1.22
O 1.65 -0.22 -0.52
O -0.15 1.44 -0.82
S 0.27 0.11 -0.47
Cl 2.42 2.69 2.84
Br 1.13 0.49 2.30
H -1.75 -0.72 -1.05
H -0.78 -0.55 -2.51
H -0.52 -2.00 -1.17
H -1.22 -0.19 1.61

Its spin multiplicity is 1. The value obtained for the HOMO-LUMO gap (spin up / spin down) is 8.539 / 6.683 eV. Its total charge is 0. The value obtained for the HOMO energy (spin up / spin down) is -10.54 / -9.63 eV. As for the LUMO energy (spin up / spin down): -1.999 / -2.943 eV.

---

Arrangement two

DFT (the ωB97M-V functional and the def2-TZVPD basis) results for a structure of composition C2H4BrClO2S.

Cartesian coordinates (Å):
C -0.08 -0.13 -0.79
C -1.02 1.27 1.42
O -2.73 0.63 -0.45
O -1.62 -1.14 0.86
S -1.56 0.09 0.14
Cl -2.11 2.54 1.94
Br 0.96 2.68 0.66
H 0.67 -0.46 -0.16
H -0.38 -1.06 -1.48
H 0.22 0.72 -1.42
H -0.66 0.98 2.38

Its spin multiplicity is 1. The value obtained for the HOMO-LUMO gap (spin up / spin down) is 8.206 / 8.205 eV. Its total charge is 0. The value obtained for the HOMO energy (spin up / spin down) is -10.51 / -10.51 eV. As for the LUMO energy (spin up / spin down): -2.301 / -2.302 eV.

---

The most stable arrangement is arrangement two, and the next structure is 143.1 kJ/mol less stable.